No. 1
This record from the Open Molecules 2025 dataset describes a molecular structure, C15H41BrN6O5P2S at a distorted geometry. The level of theory is the ωB97M-V functional and the def2-TZVPD basis.

The calculation puts the LUMO energy at -0.654 eV. For the HOMO energy, the calculation gives -0.30701 Eh.

Element x y z (Å)
1 C -1.99292 3.55923 -3.20501
2 C -1.71135 2.26444 -3.45649
3 C -2.05329 1.14844 -2.49727
4 O -3.19334 0.44918 -3.02013
5 S -4.66439 0.84712 -2.49083
6 O -4.63396 2.13968 -1.85391
7 O -5.23547 1.03854 -4.05518
8 Br -6.47988 2.34764 -4.26025
9 H -1.71084 4.02009 -2.26044
10 H -2.51684 4.16321 -3.94300
11 H -1.20821 1.96250 -4.37438
12 H -1.21103 0.45188 -2.47486
13 H -2.18818 1.50312 -1.47537
14 O 0.24148 2.88912 1.47575
15 P -0.66289 2.41667 2.55606
16 N -1.66633 3.77125 2.80667
17 C -1.90342 4.43268 4.07116
18 C -2.23965 4.39636 1.62552
19 N 0.42305 2.12038 3.82589
20 C 0.18292 2.45581 5.21603
21 C 1.84582 2.17481 3.50344
22 N -1.77943 1.26375 3.12561
23 C -1.30892 -0.13452 2.97723
24 C -3.13603 1.33322 2.54150
25 H -2.17376 3.72869 4.86066
26 H -2.75044 5.11327 3.97441
27 H -1.04295 5.02033 4.40898
28 H -3.18707 3.93126 1.32044
29 H -1.55166 4.33376 0.78177
30 H -2.43271 5.45424 1.80744
31 H 0.35796 3.51628 5.42776
32 H 0.85712 1.87638 5.85215
33 H -0.82942 2.19198 5.51634
34 H 2.23048 3.20019 3.45712
35 H 2.04761 1.69779 2.54930
36 H 2.40018 1.63096 4.27187
37 H -1.22322 -0.43567 1.92777
38 H -2.01358 -0.80372 3.47013
39 H -0.33950 -0.25408 3.45510
40 H -3.13882 1.29835 1.44745
41 H -3.63984 2.24056 2.86446
42 H -3.71588 0.48701 2.90846
43 O 2.17848 -4.17831 0.11549
44 P 2.42217 -3.55375 -1.19861
45 N 1.01820 -2.73650 -1.64344
46 C 0.33384 -2.80799 -2.91926
47 C 0.35630 -1.97383 -0.59591
48 N 2.76786 -4.85182 -2.23235
49 C 2.42185 -4.91640 -3.63828
50 C 2.79227 -6.18050 -1.62632
51 N 3.58480 -2.52586 -1.85928
52 C 4.96783 -2.94459 -1.55383
53 C 3.44457 -1.09825 -1.51196
54 H 1.01117 -2.65781 -3.75953
55 H -0.40300 -2.00585 -2.98096
56 H -0.19555 -3.75453 -3.06119
57 H 0.77264 -0.96096 -0.51171
58 H 0.46956 -2.46277 0.37251
59 H -0.71582 -1.88051 -0.77734
60 H 1.37390 -5.18600 -3.80597
61 H 3.03846 -5.67429 -4.12829
62 H 2.63562 -3.97386 -4.13948
63 H 1.79036 -6.60383 -1.48867
64 H 3.28227 -6.15569 -0.65796
65 H 3.36366 -6.84962 -2.27389
66 H 5.20062 -2.86310 -0.48709
67 H 5.66231 -2.31419 -2.10905
68 H 5.12186 -3.97463 -1.86737
69 H 3.40054 -0.91756 -0.43293
70 H 2.55153 -0.68403 -1.97536
71 H 4.30029 -0.55513 -1.91130

Cartesian forces, eV/Å:
0.14 -0.39 -0.22
-0.08 0.43 0.44
2.32 0.59 0.19
0.01 -0.15 0.31
-0.17 -0.14 -0.02
0.09 -0.08 0.04
0.08 0.17 0.02
-0.04 -0.01 -0.05
-1.47 -0.35 0.54
1.43 0.53 -0.47
-1.43 -0.20 -0.64
-0.45 -0.49 0.02
-0.38 0.08 -0.09
-0.89 -2.11 -1.66
0.68 3.13 3.82
0.04 -0.13 -0.20
-0.24 -0.18 0.15
0.12 0.07 -0.20
0.29 0.17 -0.21
-0.20 -0.39 0.16
0.07 0.14 -0.06
0.02 -1.14 -2.40
0.18 -0.02 0.34
-0.13 0.24 0.24
0.05 0.00 0.00
0.02 0.00 -0.07
-0.01 0.00 0.01
-0.03 0.06 0.03
0.03 -0.02 0.04
0.04 -0.01 0.05
0.00 -0.01 0.02
0.03 -0.01 -0.05
-0.04 0.06 -0.08
0.03 -0.01 0.01
-0.04 0.06 -0.04
-0.06 0.02 0.05
-0.07 -0.03 0.00
-0.03 0.03 0.00
0.02 0.07 -0.03
-0.02 -0.06 -0.01
0.08 0.06 -0.05
0.05 -0.03 0.00
1.26 1.17 0.92
-1.63 -1.60 -2.83
-0.08 0.00 0.30
0.14 0.20 -0.18
0.02 0.10 0.34
-0.32 -0.27 0.29
0.37 0.18 -0.18
-0.11 -0.07 0.09
0.64 0.54 1.74
0.05 -0.19 -0.22
-0.20 0.06 -0.23
0.02 -0.04 -0.01
0.00 -0.01 0.08
-0.01 0.01 -0.01
-0.12 0.04 0.02
0.08 -0.03 -0.03
0.02 -0.11 -0.17
0.01 -0.02 -0.03
0.01 -0.01 0.05
-0.05 0.06 0.06
0.01 -0.03 -0.02
-0.07 0.05 0.03
-0.03 0.04 -0.06
0.01 0.05 -0.01
-0.04 0.03 -0.01
-0.07 -0.02 0.02
0.06 0.01 0.01
-0.06 -0.06 0.05
0.03 -0.04 0.00

No. 2
This record from the Open Molecules 2025 dataset describes C4H5NO2 in the gas phase at a distorted geometry. The level of theory is the ωB97M-V functional and the def2-TZVPD basis.

The calculation puts the LUMO energy at -0.420 eV. For the HOMO energy, the calculation gives -0.35826 Eh. As for the SMILES: CC#C[C@H](O)N=O. The value obtained for the energy relative to the best compared isomer or geometry (same formula, charge and spin) is 482.5 kJ/mol.

Element x y z (Å)
1 C -2.55689 0.40623 0.26976
2 C -1.13136 0.28338 0.19359
3 C -0.01590 0.02490 -0.16933
4 C 1.38783 -0.17832 -0.60541
5 O 1.84286 -1.48710 -0.24329
6 N 2.13835 0.89487 0.12612
7 O 3.04308 0.45657 0.79564
8 H -3.04969 0.69854 -0.64285
9 H -2.90026 -0.59921 0.53639
10 H -2.81553 1.07696 1.06779
11 H 1.35535 -0.08337 -1.65305
12 H 2.70215 -1.49346 0.32464

Cartesian forces, eV/Å:
-0.42 -0.76 0.99
0.96 -0.20 -1.39
0.51 0.14 0.35
-0.56 -2.18 3.01
1.27 0.29 0.44
1.42 0.06 0.22
-1.09 0.49 -0.73
0.13 0.21 -0.39
-0.38 0.20 0.04
-0.44 0.34 0.34
0.79 0.58 -1.44
-2.18 0.83 -1.44

No. 3
This record from the Open Molecules 2025 dataset describes C17H10Br2N4OS in the gas phase at a distorted geometry. The level of theory is the ωB97M-V functional and the def2-TZVPD basis.

The calculation puts the LUMO energy at -0.506 eV. For the HOMO energy, the calculation gives -0.33057 Eh. As for the SMILES: Cc1nnc(-n2c(-c3ccccc3)nc3c(Br)cc(Br)cc3c2=O)s1. The value obtained for the energy relative to the best compared isomer or geometry (same formula, charge and spin) is 143.6 kJ/mol.

Element x y z (Å)
1 C -1.18224 -5.37296 -0.46479
2 C -1.02254 -3.88293 -0.25438
3 N -1.48166 -3.29435 0.78551
4 N -1.10255 -1.96895 0.66799
5 C -0.35732 -1.63004 -0.35862
6 N 0.07851 -0.32522 -0.69058
7 C 0.08396 0.75276 0.25759
8 C -0.48515 0.69009 1.69564
9 C 0.41456 0.64969 2.79151
10 C -0.13986 0.51739 4.07931
11 C -1.58515 0.52379 4.24715
12 C -2.38515 0.61868 3.10220
13 C -1.84017 0.80187 1.84683
14 N 0.45298 1.94874 -0.01868
15 C 1.02672 2.24721 -1.24626
16 C 1.63571 3.44609 -1.45442
17 Br 1.69567 4.85019 -0.05410
18 C 2.37455 3.66780 -2.64297
19 C 2.40391 2.67261 -3.59250
20 Br 3.40740 3.07943 -5.22706
21 C 1.68180 1.46310 -3.42270
22 C 1.05072 1.24639 -2.22518
23 C 0.27430 0.04107 -2.02253
24 O -0.14515 -0.57264 -3.01622
25 S 0.03309 -3.01670 -1.38424
26 H -0.55183 -5.80320 0.28977
27 H -0.87514 -5.61567 -1.52480
28 H -2.23689 -5.72962 -0.32081
29 H 1.54845 0.64609 2.61269
30 H 0.48720 0.31073 5.07383
31 H -2.00895 0.31527 5.24259
32 H -3.41789 0.66628 3.20076
33 H -2.56337 0.89851 0.99848
34 H 2.92629 4.60029 -2.83576
35 H 1.80516 0.55821 -4.13527

Cartesian forces, eV/Å:
-0.82 0.44 -1.33
0.65 -2.43 -0.99
1.05 1.85 -1.63
0.50 2.09 -0.08
-1.08 -1.75 0.64
-0.39 0.54 1.29
-0.45 1.04 1.13
1.75 -0.32 -1.13
0.35 -0.59 0.14
-0.66 -0.38 1.80
1.94 -0.74 -0.77
1.61 0.85 1.18
-1.14 -0.68 -0.46
0.14 -0.36 -0.10
-0.55 -1.33 0.97
1.61 2.21 -0.31
-0.15 -1.29 -1.24
-0.42 0.50 0.84
-0.37 -0.78 -0.95
-0.66 -0.55 0.99
1.99 -0.99 -1.87
-0.07 1.30 0.02
-0.63 -1.22 -2.48
0.66 0.22 2.30
-1.43 0.44 1.38
0.35 -0.78 0.06
-0.17 -0.10 1.35
0.98 0.53 -0.03
-1.96 -0.05 0.31
-1.17 0.75 -2.60
0.20 0.33 -0.65
-1.77 -0.09 0.24
1.06 -0.14 0.62
-0.43 -0.51 0.36
-0.49 1.99 1.01

No. 4
This record from the Open Molecules 2025 dataset describes a molecular structure, C8H8BNO9Pb3 at a distorted geometry. The level of theory is the ωB97M-V functional and the def2-TZVPD basis.

The net charge is +4. The calculation puts the LUMO energy at -15.331 eV. For the HOMO energy, the calculation gives -0.60313 Eh. The value obtained for the energy relative to the best compared isomer or geometry (same formula, charge and spin) is 725.0 kJ/mol.

Element x y z (Å)
1 Pb -5.08602 -6.56813 -0.59563
2 Pb -6.73450 0.36784 1.15285
3 Pb -8.14575 -5.56186 5.31351
4 O 2.04667 -1.31359 -3.03038
5 C 1.44283 -0.91675 -4.00336
6 O 1.90625 -0.56726 -5.23006
7 B 0.95002 0.08221 -6.12189
8 O -0.30108 -0.13436 -5.39315
9 C -0.08565 -0.64884 -4.11804
10 O -0.99624 -1.01028 -3.32189
11 O 0.94765 -0.41627 -7.49230
12 C 1.11507 0.55737 -8.28008
13 O 1.25307 0.56553 -9.47127
14 C 1.38388 1.83019 -7.46519
15 O 1.16395 1.56772 -6.21470
16 O 1.72205 2.88979 -7.95643
17 O -4.78597 -3.40611 2.75757
18 H -3.92275 -2.95871 2.85361
19 C 1.09770 0.83061 6.72397
20 C 2.20254 1.10902 5.70800
21 C 1.66375 1.96791 4.54194
22 C 0.28317 1.56392 4.35126
23 N -0.82534 1.26075 4.18406
24 H 0.60779 1.78131 6.93438
25 H 1.33346 0.47835 7.72818
26 H 0.36049 0.16277 6.27831
27 H 2.46108 0.08305 5.44601
28 H 3.04465 1.48388 6.28976
29 H 2.30439 1.88787 3.66372
30 H 1.59276 3.03202 4.76720

Cartesian forces, eV/Å:
0.18 -0.06 0.13
0.50 -0.23 0.33
0.15 -0.09 0.16
-1.55 0.90 -2.60
1.94 0.09 0.53
1.05 -0.40 0.84
-0.75 -0.80 3.36
-0.48 -0.79 2.36
-5.11 -1.23 0.40
4.25 1.93 -3.45
-0.39 -0.53 1.46
1.01 -1.86 -5.40
-0.64 0.15 1.58
1.29 6.58 0.97
0.29 -1.17 -1.03
-0.87 -2.86 0.92
-0.41 0.64 -0.59
-0.37 -0.25 0.07
-1.00 0.94 0.41
-0.04 -1.14 1.59
0.60 -0.21 0.86
-1.90 -0.47 -1.53
1.41 0.37 0.15
-0.42 0.08 0.02
0.73 -0.33 -0.34
-0.07 0.01 0.28
0.52 0.27 -0.98
0.15 0.56 -0.70
-0.40 -0.19 -0.19
0.33 0.07 0.37

No. 5
This record from the Open Molecules 2025 dataset describes C4H11NS2 in the gas phase at a distorted geometry. The level of theory is the ωB97M-V functional and the def2-TZVPD basis.

The calculation puts the LUMO energy at 0.693 eV. For the HOMO energy, the calculation gives -0.30736 Eh. As for the SMILES: CN[C@H](C)CSS. The value obtained for the energy relative to the best compared isomer or geometry (same formula, charge and spin) is 193.3 kJ/mol.

Element x y z (Å)
1 C 1.81280 0.76648 -0.10628
2 N 0.36368 0.90468 -0.20600
3 C -0.24971 -0.51399 -0.20645
4 C -0.61012 -0.96086 -1.64587
5 C -1.53509 -0.42937 0.62789
6 S -1.40526 -0.13276 2.42589
7 S 0.41683 0.55941 3.05834
8 H 2.03547 -0.00896 0.79341
9 H 2.26453 1.73007 0.27250
10 H 2.20990 0.64136 -1.17194
11 H 0.14152 1.24948 -1.15916
12 H 0.48902 -1.27895 0.26385
13 H -1.64114 -0.69541 -1.97143
14 H -0.44168 -2.10124 -1.60934
15 H -0.02315 -0.51011 -2.44984
16 H -2.26194 0.27369 0.05348
17 H -2.00883 -1.35336 0.68921
18 H 0.44319 1.85985 2.34173

Cartesian forces, eV/Å:
1.03 0.42 0.97
-0.76 -1.78 -0.47
0.45 0.96 0.27
-0.12 -1.76 0.36
0.37 1.85 -1.07
-0.45 0.41 0.21
0.08 2.12 -1.75
-0.11 1.52 -2.74
-0.44 -0.81 -0.42
0.29 -0.72 1.72
0.23 -0.01 1.02
-1.18 1.52 -0.75
0.37 -0.45 0.67
-0.62 1.68 -0.76
0.61 -0.21 0.36
1.25 -0.72 1.43
-0.92 -1.87 -0.40
-0.09 -2.13 1.35

No. 6
This record from the Open Molecules 2025 dataset describes 2 unconnected molecules or ions with the total composition C6H10O. The level of theory is the ωB97M-V functional and the def2-TZVPD basis.

The calculation puts the LUMO energy at 1.037 eV. For the HOMO energy, the calculation gives -0.32264 Eh. As for the SMILES: C[C@@H]1OCC2=C[C@H]21.[H][H]. The value obtained for the energy relative to the best compared isomer or geometry (same formula, charge and spin) is 441.1 kJ/mol.

Element x y z (Å)
1 C -1.94326 0.22926 0.08953
2 C -0.73659 0.19606 1.02748
3 O 0.02911 1.40001 0.87931
4 C 1.04242 1.21783 -0.11150
5 C 1.43459 -0.18456 0.13762
6 C 1.58719 -1.13147 1.02201
7 C 0.19491 -0.95885 0.61621
8 H -2.58465 -0.64656 0.23726
9 H -1.62838 0.23704 -0.96304
10 H -2.53327 1.13257 0.26943
11 H -1.06085 0.17941 2.07077
12 H 1.83454 1.94323 0.08223
13 H 0.65375 1.36678 -1.13081
14 H 2.27944 -1.84679 1.43456
15 H -0.28336 -1.73385 0.00196
16 H 0.61466 -1.01948 -1.73155
17 H 1.34495 -0.86785 -1.63214

Cartesian forces, eV/Å:
-0.04 0.00 0.01
-0.17 -0.13 0.14
-0.06 0.10 0.08
0.22 0.01 -0.10
0.09 0.02 0.40
0.09 0.01 -0.16
-0.34 -0.10 -0.05
0.10 0.10 0.02
0.02 -0.02 0.23
0.07 -0.14 0.02
0.03 0.05 -0.04
-0.11 -0.04 0.03
0.11 -0.14 0.20
-0.02 0.27 0.38
0.09 0.31 -0.14
0.02 -0.12 -0.48
-0.10 -0.18 -0.54

no.,energy (eV),orbital gap (Eh)
1,-134849.9694,0.283
2,-9809.3141,0.343
3,-176717.5973,0.312
4,-44707.5670,0.040
5,-27485.2619,0.333
6,-8426.6686,0.361